Record 1
The following is a DFT calculation (ωB97M-V with the def2-TZVPD basis set) of a cluster of 6 separate species, C28H36F10N3O20S in total in a non-equilibrium geometry.

Values from the calculation:
HOMO level (eV): -4.9691
Charge: -1
LUMO (eV): 1.506
Frontier orbital gap (eV): 6.47

```
98
Properties=species:S:1:pos:R:3:forces:R:3
C 1.83977 -2.16606 -0.24553 0.59 -0.45 -0.27
N 0.52277 -2.75372 0.07254 -0.08 1.08 -0.36
C -0.25409 -3.06642 -1.14125 -0.11 -0.53 -0.27
C -0.24458 -1.94999 1.01548 -0.84 0.18 0.62
O -0.72831 -2.49634 1.96813 0.20 0.02 -0.22
C -0.46289 -0.38939 0.85458 1.89 -0.30 -0.60
N -1.55983 -0.03169 -0.04874 -0.34 0.07 0.08
C -2.40228 1.07998 0.40615 0.57 -0.88 1.12
C -1.65169 2.37791 0.88924 -0.92 1.74 -1.07
C -1.03052 3.28565 -0.24172 0.41 0.19 0.23
C 0.18025 2.66070 -1.01809 0.52 1.11 0.19
C 1.49487 2.51582 -0.11170 -0.75 -0.69 -1.95
C 2.49684 1.60642 -0.94398 -0.39 -0.01 -0.01
N 3.34614 2.45295 -1.84742 -0.49 -0.35 0.18
C -3.29966 0.59159 1.64482 -2.18 -3.09 2.54
O -4.05456 1.38208 2.24190 0.76 1.62 -1.31
O -3.28217 -0.63954 2.01418 1.29 1.63 -2.00
S -3.51569 1.45928 -1.03270 1.25 4.09 -1.56
O -2.73996 1.64082 -2.28030 -0.17 -1.91 1.32
O -4.25237 2.70036 -0.81642 -0.28 -1.94 0.93
C -4.67427 0.02225 -1.40936 -0.45 -0.45 -0.66
F -5.95043 0.49544 -1.24212 1.26 -0.84 0.26
F -4.40786 -1.09325 -0.68938 -0.63 1.25 -0.39
C -4.58940 -0.41627 -2.94124 -0.86 -0.87 0.00
F -5.54265 -1.41014 -3.08599 0.94 0.91 0.13
F -4.95412 0.56411 -3.79399 0.87 -0.85 0.80
F -3.40450 -0.98640 -3.25500 -1.09 0.98 0.14
H 2.59618 -2.99430 -0.30842 -0.73 0.69 0.04
H 1.87579 -1.66493 -1.25484 -0.14 -0.12 1.09
H 2.19905 -1.48892 0.57450 -0.45 -0.46 -0.79
H -1.18013 -3.63242 -0.86252 0.68 0.73 -0.17
H -0.51833 -2.14377 -1.73898 0.18 -0.87 0.41
H 0.34280 -3.76848 -1.78678 -0.41 0.79 0.55
H 0.50949 0.00720 0.42748 -0.85 -0.20 0.39
H -0.53814 0.04244 1.87890 -0.45 -0.53 -0.86
H -1.26339 0.06592 -1.01705 0.11 0.25 0.41
H -0.85807 2.20137 1.65143 -0.75 -0.56 -0.57
H -2.43131 3.00929 1.40040 0.67 -0.78 -0.38
H -0.62542 4.20322 0.28009 -0.35 -0.83 -0.41
H -1.81691 3.68501 -0.93743 0.70 -0.66 0.59
H -0.04117 1.71624 -1.56536 -0.06 0.65 0.63
H 0.46839 3.41330 -1.81134 -0.39 -0.79 0.53
H 1.22520 2.06009 0.86760 0.46 0.50 -0.62
H 1.90778 3.55376 -0.04177 -0.11 -0.97 0.49
H 1.93656 0.90545 -1.63047 0.12 0.46 1.10
H 3.10962 0.95114 -0.27664 -0.17 0.75 -0.55
H 3.57701 1.86372 -2.65324 0.17 0.32 0.33
H 2.72699 3.17731 -2.22772 0.28 -0.27 0.15
C -6.55669 -1.69025 2.80042 0.43 0.62 -0.64
C -6.08998 -2.89716 3.55611 0.64 0.35 0.46
O -7.24759 -3.27689 4.29007 -0.41 -0.07 -0.65
C -8.30976 -2.87169 3.54271 -0.42 0.10 -0.02
O -9.43040 -3.25284 3.70764 0.15 0.14 0.11
O -7.94146 -1.98986 2.58347 -0.19 -0.58 0.51
F -5.10894 -2.58378 4.42755 -0.07 -0.24 0.06
H -6.47100 -0.77066 3.38182 0.16 -0.15 0.09
H -6.02833 -1.55768 1.85787 -0.13 0.02 0.02
H -5.76744 -3.72850 2.92467 0.08 -0.01 0.12
C 7.20376 -1.08039 -2.10921 0.81 -0.41 -0.14
C 6.42753 -0.08899 -1.29472 -0.05 0.58 -0.15
O 5.08750 -0.34571 -1.67263 0.29 -0.62 0.14
C 5.04378 -1.66685 -2.01242 -0.50 -0.46 -0.25
O 4.04039 -2.29357 -2.12388 0.47 0.19 -0.25
O 6.29190 -2.17657 -2.19998 -0.47 0.34 0.21
F 6.74007 1.18478 -1.64173 0.03 0.11 0.23
H 7.43189 -0.71601 -3.11177 -0.13 0.12 0.34
H 8.13271 -1.38046 -1.62527 -0.17 -0.18 0.08
H 6.53427 -0.21190 -0.21496 0.00 0.14 -0.04
C 10.03300 2.68831 1.16872 -0.11 0.62 0.44
C 10.23528 2.23620 -0.24830 0.52 -0.01 -0.26
O 10.06779 0.83392 -0.15951 -0.52 0.31 0.25
C 9.21111 0.62712 0.88157 -0.30 -0.53 0.33
O 8.63521 -0.39338 1.07967 0.16 0.19 -0.08
O 9.09114 1.73645 1.65712 0.15 -0.31 -0.43
F 11.49648 2.49833 -0.67166 0.00 0.00 -0.13
H 10.94879 2.63077 1.76161 0.08 -0.08 -0.21
H 9.63666 3.70066 1.23198 -0.18 -0.15 0.07
H 9.51548 2.64682 -0.96044 0.13 -0.02 -0.08
C 6.05927 -0.00175 -7.22184 0.22 -0.09 -0.73
C 4.96952 0.50700 -6.32359 -0.53 -0.47 0.16
O 5.56861 0.45994 -5.04195 0.43 0.34 -0.40
C 6.90501 0.63356 -5.24828 0.54 0.18 0.39
O 7.68100 0.91420 -4.39266 -0.10 -0.04 -0.48
O 7.23612 0.45178 -6.55525 -0.31 0.09 0.41
F 3.89958 -0.32057 -6.33446 -0.07 0.12 0.02
H 6.07464 -1.09208 -7.28502 -0.19 0.04 0.15
H 5.99611 0.40763 -8.22908 0.20 0.09 0.10
H 4.64637 1.52830 -6.53965 -0.13 -0.07 0.05
C -11.00204 -1.56080 5.95563 0.19 -0.11 -0.75
C -12.13055 -1.03993 6.79564 -0.25 -0.42 0.19
O -11.58694 -1.05042 8.10077 0.26 0.36 -0.41
C -10.24016 -0.86968 7.94458 0.79 0.04 0.39
O -9.50256 -0.56103 8.82195 -0.24 -0.12 -0.14
O -9.85649 -1.08029 6.65782 -0.43 0.13 0.47
F -13.19714 -1.87921 6.76253 -0.17 0.10 0.03
H -10.97374 -2.65146 5.91848 -0.16 0.05 0.06
H -11.02774 -1.17708 4.93715 0.23 0.02 0.09
H -12.45282 -0.02717 6.54071 -0.17 -0.09 0.03
```
Positions in Å, forces in eV/Å.

=====

Record 2
The following is a DFT calculation (ωB97M-V with the def2-TZVPD basis set) of a structure of composition C24H44P2Tc in a non-equilibrium geometry.

Values from the calculation:
HOMO level (spin up / spin down) (eV): -13.1109 / -13.1089
Charge: +2
Relative energy (zero: lowest compared OMol25 entry of this formula, charge and spin) (kcal per mole): 24.02
2S+1: 4
<S²>: 3.7864
LUMO (spin up / spin down) (eV): -7.573 / -9.685
Frontier orbital gap (spin up / spin down) (eV): 5.54 / 3.42

```
71
Properties=species:S:1:pos:R:3:forces:R:3
Tc 0.15203 -0.08921 1.66754 -0.23 -0.84 4.78
C -1.69332 -0.72452 3.79682 0.69 0.16 0.25
C -1.24342 -1.60148 2.73916 1.36 -0.84 0.25
C 0.54857 -1.12126 4.15526 -0.29 0.07 -0.23
C -0.57727 -0.39689 4.61577 0.00 0.18 -0.63
C 0.18273 -1.84358 2.94426 -1.59 -0.95 0.01
C -3.09757 -0.33470 4.04933 -0.18 0.49 -0.40
H -3.70290 -0.44963 3.14236 0.05 0.00 0.26
H -3.16342 0.71216 4.38168 -0.03 -0.32 0.02
H -3.55507 -0.95870 4.83311 0.23 0.09 -0.13
C -0.58538 0.54451 5.76693 0.04 0.24 0.07
H -1.37429 1.29452 5.63518 0.19 -0.15 0.18
H 0.38028 1.06569 5.84112 -0.28 -0.13 0.08
H -0.76075 0.02347 6.71902 0.04 0.11 -0.22
C 1.85297 -1.24074 4.84118 0.37 0.24 -0.26
H 1.78136 -1.92948 5.69621 -0.10 0.14 -0.16
H 2.19738 -0.27255 5.22829 -0.09 -0.21 0.01
H 2.61142 -1.63463 4.15594 -0.08 0.03 0.24
C 0.93654 -3.00606 2.38717 0.35 -0.24 -0.07
H 0.93640 -3.84838 3.09317 0.02 0.17 -0.13
H 1.97923 -2.72498 2.19544 -0.12 -0.24 -0.01
H 0.49199 -3.35087 1.44969 0.14 -0.03 0.26
C -2.13332 -2.48614 1.94979 -0.32 0.02 -0.45
H -2.43567 -3.35966 2.54844 0.09 0.21 -0.07
H -1.63109 -2.85925 1.05407 -0.14 -0.03 0.12
H -3.04464 -1.96248 1.64295 0.11 -0.18 0.01
C -0.51098 1.84412 1.00434 -1.82 1.34 -1.31
C -1.58710 0.93205 0.96613 -0.89 2.08 -0.15
C -2.14471 0.29861 -0.28846 -0.49 -0.53 0.05
C -1.22053 -0.74160 -0.94489 -0.48 -0.37 -0.21
C 0.05005 -1.06547 -0.18663 1.37 0.12 -2.04
C 1.18369 -0.19138 -0.12042 0.11 -1.21 -2.26
C 1.23661 1.16447 -0.79205 0.74 0.44 0.12
C 0.31111 2.25617 -0.20085 0.51 0.36 0.00
H -2.43483 1.06307 -1.02854 0.33 0.04 0.33
H -0.97370 -0.39479 -1.96557 0.29 -0.10 0.54
H -3.08756 -0.20162 -0.01377 0.35 0.22 -0.04
H -0.32490 2.66799 -0.99872 -0.21 -0.32 0.25
H -0.55163 2.58957 1.80693 0.27 -0.50 0.07
H -2.33565 1.06919 1.75931 0.43 -0.14 -0.14
H 0.95030 3.09616 0.10370 -0.23 -0.22 0.02
H 2.27763 1.52805 -0.75296 -0.39 -0.18 0.18
H 2.14785 -0.71255 -0.11063 -0.19 0.16 0.45
H 1.02812 1.03708 -1.87120 -0.11 -0.29 0.62
H -1.79205 -1.67053 -1.08015 0.22 0.20 0.14
H 0.30544 -2.13168 -0.24297 -0.01 0.36 0.61
P -0.47912 1.38449 -3.59944 0.27 0.42 -1.14
C -0.56346 3.20454 -3.88666 -0.31 -0.04 0.06
C -1.67827 0.76875 -4.84970 -0.15 0.12 0.18
P 1.90490 -0.56663 -4.23857 0.05 0.52 -0.72
C 1.11793 1.10646 -4.50287 -0.08 -0.13 0.07
C 1.18711 -1.45704 -5.69257 0.03 -0.17 0.28
C 3.52270 -0.10946 -5.01014 0.08 -0.21 0.19
H 0.31324 3.69563 -3.43918 -0.27 -0.12 -0.11
H -1.47360 3.59254 -3.41056 0.21 0.11 -0.21
H -0.58714 3.41731 -4.96578 0.02 0.05 0.34
H -1.57921 1.32778 -5.78966 -0.06 -0.21 0.17
H -2.68251 0.91982 -4.43384 0.09 -0.09 -0.28
H -1.53115 -0.30346 -5.03365 -0.09 0.31 0.06
H 3.38589 0.22838 -6.04674 0.03 -0.06 0.28
H 4.19130 -0.97846 -4.99954 -0.06 0.23 -0.05
H 3.98060 0.69605 -4.42343 0.02 -0.20 -0.14
H 1.83242 1.85939 -4.12627 -0.21 -0.22 -0.14
H 0.96441 1.28098 -5.58537 0.14 0.07 0.41
H 1.68869 -2.42862 -5.76735 -0.17 0.12 -0.07
H 1.34628 -0.90255 -6.62619 -0.07 -0.08 0.23
H 0.11696 -1.63065 -5.54024 0.20 -0.07 -0.11
C 1.64658 1.08057 2.45241 0.75 1.03 0.21
H 1.26618 1.55481 3.37494 -0.10 -0.16 -0.29
H 2.01366 1.89779 1.80964 -0.14 -0.45 0.08
H 2.51570 0.47955 2.75838 -0.18 -0.22 -0.28
```
Positions in Å, forces in eV/Å.

=====

Record 3
The following is a DFT calculation (ωB97M-V with the def2-TZVPD basis set) of the molecule C4H9NO in a non-equilibrium geometry.

Values from the calculation:
HOMO level (eV): -9.7070
Relative energy (zero: lowest compared OMol25 entry of this formula, charge and spin) (kcal per mole): 23.54
Structure (SMILES): CC(C)C(N)=O
LUMO (eV): 0.910
Frontier orbital gap (eV): 10.62

```
15
Properties=species:S:1:pos:R:3:forces:R:3
C 0.79778 -0.76289 1.40130 0.12 0.15 -0.72
C 0.74970 -0.31522 -0.10669 -0.48 -0.19 1.09
C 1.56428 0.96892 -0.30398 -1.18 -0.19 -0.93
C -0.72439 -0.15037 -0.40517 -0.11 0.97 -0.09
N -1.30145 0.98978 0.18951 0.33 0.61 0.17
O -1.38617 -0.92058 -1.04293 -0.07 -0.74 0.15
H 1.07279 0.06462 2.03553 0.20 0.34 0.17
H 1.54102 -1.55082 1.51208 -0.17 -0.09 0.20
H -0.18338 -1.07510 1.74901 0.04 -0.44 0.00
H 1.08003 -1.17334 -0.67902 0.26 0.17 -0.47
H 2.60161 0.71733 -0.46930 0.34 0.35 0.39
H 1.19972 1.52612 -1.17174 0.26 -0.30 -0.43
H 1.32465 1.66811 0.48606 0.66 -0.07 0.60
H -0.99736 1.91693 -0.04014 0.48 -0.08 0.10
H -2.06912 0.98178 0.82227 -0.68 -0.50 -0.23
```
Positions in Å, forces in eV/Å.

=====

Record 4
The following is a DFT calculation (ωB97M-V with the def2-TZVPD basis set) of a structure of composition C26H45N3O2Si3Sn in a non-equilibrium geometry.

Values from the calculation:
HOMO level (spin up / spin down) (eV): -4.5564 / -4.5578
LUMO (spin up / spin down) (eV): 0.200 / 0.200
Frontier orbital gap (spin up / spin down) (eV): 4.76 / 4.76

```
80
Properties=species:S:1:pos:R:3:forces:R:3
Sn -0.47264 0.20470 -0.70606 3.38 -6.69 -1.31
C -2.28039 2.45906 0.60363 -0.86 1.65 -0.58
O -1.71294 1.19467 0.30299 -3.42 2.69 3.00
Si -2.46446 -0.19639 0.83468 -3.40 -3.60 3.16
C -4.23689 -0.25086 0.20826 0.32 0.58 -0.25
C -2.65294 -0.19767 2.71284 0.27 0.67 -0.32
C -1.35425 -1.53820 0.22876 -0.21 2.22 -0.33
Si -1.88415 -2.61377 -1.17485 -0.41 -1.38 -1.19
C -0.48951 -3.41535 -2.15868 -0.03 -0.27 0.03
C -2.87553 -1.68242 -2.49404 -0.06 -0.03 0.43
C -2.96921 -4.00820 -0.50438 0.14 0.29 0.00
Si 0.17513 -1.90077 1.21710 0.60 -1.37 2.05
C -0.28177 -2.91381 2.74804 -0.08 0.09 -0.24
C 1.51961 -2.88216 0.33364 -0.91 -1.95 -0.31
C 1.04304 -0.31182 1.77418 -4.06 -1.74 2.29
H -2.33371 2.62608 1.68483 -0.20 -0.34 -0.35
H -3.27298 2.56748 0.15322 0.12 -0.36 0.01
H -1.63253 3.23146 0.17651 -0.35 -0.32 -0.08
H -4.86351 0.41778 0.80770 0.07 -0.06 0.01
H -4.66107 -1.25540 0.28423 0.16 0.06 -0.04
H -4.30335 0.09372 -0.82626 -0.14 -0.15 -0.02
H -3.37014 0.57122 3.01700 0.00 -0.06 0.06
H -1.71046 0.01405 3.22193 -0.03 -0.11 0.08
H -3.03196 -1.16370 3.05881 0.07 0.06 -0.18
H 0.27457 -2.68180 -2.42878 -0.42 -0.89 0.20
H -0.88693 -3.83768 -3.08754 -0.22 -0.01 0.13
H -0.03091 -4.23797 -1.60660 0.07 0.04 -0.04
H -2.48096 -0.67312 -2.64125 -0.19 -0.07 -0.20
H -3.93257 -1.62408 -2.22522 0.04 0.14 -0.04
H -2.81508 -2.21197 -3.45014 0.13 0.08 0.14
H -2.40673 -4.62532 0.20233 -0.07 0.01 -0.02
H -3.31239 -4.64773 -1.32302 0.03 0.04 0.06
H -3.84717 -3.60675 0.00904 0.00 -0.09 0.03
H -0.84752 -3.80515 2.46123 0.01 0.00 0.09
H -0.88279 -2.33117 3.44943 -0.01 -0.07 -0.01
H 0.62513 -3.23624 3.26840 -0.05 0.01 -0.05
H 1.21297 -3.91850 0.17440 -0.14 -0.09 -0.04
H 2.42378 -2.90579 0.95093 -0.77 -0.94 -0.11
H 1.78483 -2.42395 -0.62223 -0.25 -1.03 0.25
H 0.42953 0.26901 2.46590 -0.16 0.17 0.25
H 1.28166 0.31332 0.90862 -2.58 -2.45 2.30
H 1.97890 -0.55966 2.28463 -1.34 -0.14 0.49
C 3.82542 -0.96028 -0.71076 0.23 0.00 -0.15
C 2.76956 -0.77994 0.36959 2.56 1.15 -0.94
C 2.90393 0.54989 1.07712 3.66 1.28 -0.84
C 3.88823 0.68784 2.07038 -0.20 0.43 -0.58
C 4.02674 1.88155 2.77270 -0.30 0.15 -0.05
C 3.17839 2.95031 2.49879 0.12 -0.39 -0.09
C 2.19093 2.84556 1.50524 0.17 -0.26 -0.13
C 1.25218 4.01098 1.28798 0.22 0.04 -0.19
C -0.08593 3.81143 1.98557 0.06 -0.19 0.29
C 2.06582 1.64344 0.77321 2.00 2.56 0.75
N 1.06823 1.51395 -0.20851 -2.08 -1.48 5.80
C 1.37076 1.92552 -1.39380 5.55 3.31 -5.87
C 0.41905 1.85637 -2.45452 4.15 2.44 -5.04
C 0.60364 2.32891 -3.73974 0.98 1.38 -1.31
C -0.57987 2.07008 -4.41706 -0.71 -0.41 0.61
C -1.40859 1.45416 -3.50763 -3.18 -0.07 -4.01
N -0.80380 1.32574 -2.32492 -2.03 -0.74 1.97
H 3.69311 -1.92521 -1.21037 0.07 0.11 -0.01
H 4.83574 -0.93661 -0.28830 -0.09 0.01 -0.06
H 3.75954 -0.17215 -1.46785 -0.04 -0.09 0.07
H 2.85746 -1.58716 1.10783 0.79 1.60 -0.41
H 1.77177 -0.89488 -0.06814 2.02 0.67 -0.06
H 4.54136 -0.14773 2.31118 -0.15 0.00 -0.13
H 4.78252 1.97151 3.54862 -0.09 0.00 -0.12
H 3.27879 3.86594 3.07759 -0.08 -0.06 -0.19
H 1.09814 4.18063 0.21683 -0.05 -0.15 0.01
H 1.71556 4.93300 1.66275 0.02 -0.24 0.00
H -0.61420 2.93314 1.60075 1.17 0.52 0.61
H -0.72719 4.68456 1.82860 -0.07 -0.07 0.03
H 0.04645 3.67695 3.06445 0.05 0.07 -0.08
H 2.35542 2.35604 -1.64943 -1.04 -0.20 -0.17
H 1.48676 2.81073 -4.13878 -0.08 -0.15 0.30
H -0.80970 2.30441 -5.44820 0.01 -0.11 0.19
H -2.42086 1.10586 -3.68192 0.24 0.08 0.22
O 1.15908 -0.54783 -4.14675 0.03 -0.63 1.06
C 1.00745 -0.73896 -2.99640 0.02 0.12 2.30
N 0.84592 -0.94268 -1.77033 1.06 0.29 -5.00
H 0.20049 1.64974 -1.42997 -0.08 4.46 1.89
```
Positions in Å, forces in eV/Å.

=====

Values for total energy, a.u., ordered as above
-4154.50653; -1703.64182; -287.79494; -2414.70547